No. 1
{
  "formula": "C16H17AuN6O2S2",
  "method": "ωB97M-V/def2-TZVPD",
  "species": ["Au", "C", "C", "N", "C", "C", "S", "C", "C", "S", "C", "N", "C", "H", "H", "H", "H", "H", "H", "H", "H", "N", "C", "C", "C", "N", "H", "H", "H", "H", "C", "N", "C", "C", "C", "O", "N", "C", "O", "H", "H", "H", "H", "H"],
  "coordinates": [[0.61, -0.15, -0.01], [1.08, 0.41, -3.28], [-0.29, 0.60, -2.73], [-0.66, 0.35, -1.48], [-1.99, 0.67, -1.21], [-2.62, 1.15, -2.30], [-1.57, 1.21, -3.64], [-2.52, 0.52, 0.16], [-3.78, 0.76, 0.60], [-3.85, 0.47, 2.28], [-2.20, 0.04, 2.30], [-1.63, 0.12, 1.13], [-1.51, -0.38, 3.56], [1.76, 0.06, -2.51], [1.45, 1.35, -3.68], [1.06, -0.31, -4.10], [-3.65, 1.47, -2.38], [-4.64, 1.08, 0.04], [-2.13, -0.22, 4.43], [-0.58, 0.19, 3.68], [-1.26, -1.44, 3.52], [0.71, -3.00, 0.82], [1.02, -4.24, 0.43], [1.09, -4.23, -0.95], [0.79, -2.93, -1.33], [0.56, -2.18, -0.24], [0.61, -2.64, 1.76], [1.17, -5.03, 1.14], [1.30, -5.07, -1.60], [0.72, -2.49, -2.31], [2.45, 5.11, -0.03], [2.40, 3.71, 0.43], [3.21, 3.25, 1.42], [3.21, 1.96, 1.88], [2.28, 1.14, 1.26], [2.01, -0.14, 1.44], [1.47, 1.61, 0.30], [1.46, 2.89, -0.21], [0.75, 3.26, -1.11], [3.26, 5.61, 0.50], [1.51, 5.60, 0.18], [2.64, 5.13, -1.10], [3.89, 3.99, 1.83], [3.88, 1.62, 2.65]],
  "nbo_charge": [1.493, -0.677, 0.089, -0.514, 0.201, -0.423, 0.631, 0.051, -0.408, 0.566, 0.072, -0.568, -0.659, 0.231, 0.278, 0.266, 0.279, 0.269, 0.257, 0.242, 0.233, -0.305, 0.038, -0.304, 0.020, -0.366, 0.441, 0.264, 0.276, 0.238, -0.404, -0.374, 0.178, -0.398, 0.606, -0.629, -0.625, 0.775, -0.578, 0.228, 0.239, 0.241, 0.249, 0.281],
  "homo_lumo_gap_ev": 6.8,
  "total_charge": 2,
  "spin_multiplicity": 1
}



No. 2
{
  "formula": "C12H11FO",
  "method": "ωB97M-V/def2-TZVPD",
  "species": ["C", "C", "C", "C", "C", "C", "C", "C", "C", "C", "C", "C", "O", "F", "H", "H", "H", "H", "H", "H", "H", "H", "H", "H", "H"],
  "coordinates": [[-2.51, 2.11, 1.08], [-2.70, 1.22, -0.02], [-1.21, 2.17, 1.59], [-1.63, 0.62, -0.68], [-0.17, 1.60, 0.98], [-0.34, 0.86, -0.18], [3.21, -0.15, -0.68], [2.22, 0.77, -0.60], [2.73, -1.50, -0.89], [0.86, 0.34, -0.83], [1.47, -1.78, 0.05], [0.50, -2.87, -0.24], [3.25, -2.37, -1.51], [1.58, -1.50, 1.35], [-3.48, 2.67, 1.46], [-3.68, 1.06, -0.45], [-1.12, 2.82, 2.45], [-1.67, 0.03, -1.57], [0.84, 1.74, 1.41], [4.30, -0.02, -0.87], [2.39, 1.93, -0.31], [0.86, -0.30, -1.74], [-0.43, -2.98, 0.24], [0.98, -3.83, -0.30], [0.27, -2.62, -1.36]],
  "nbo_charge": [-0.206, -0.204, -0.218, -0.205, -0.203, -0.081, -0.341, -0.145, 0.437, -0.249, 0.500, -0.726, -0.555, -0.321, 0.229, 0.212, 0.215, 0.216, 0.220, 0.240, 0.221, 0.231, 0.247, 0.254, 0.233],
  "homo_lumo_gap_ev": [7.3, 7.3],
  "spin_multiplicity": 1
}



No. 3
{
  "formula": "C4H25NO8",
  "method": "ωB97M-V/def2-TZVPD",
  "species": ["C", "C", "C", "N", "C", "H", "H", "H", "H", "H", "H", "H", "H", "H", "O", "H", "H", "O", "H", "H", "O", "H", "H", "O", "H", "H", "O", "H", "H", "O", "H", "H", "O", "H", "H", "O", "H", "H"],
  "coordinates": [[2.85, -0.41, 2.14], [1.54, -0.17, 2.29], [0.63, -1.21, 2.88], [0.91, 1.06, 2.08], [1.58, 2.10, 1.33], [3.33, -1.10, 2.82], [3.54, 0.34, 1.77], [1.24, -2.09, 3.09], [-0.07, -1.64, 2.17], [0.24, -0.94, 3.85], [-0.04, 0.88, 1.77], [2.43, 1.74, 0.76], [2.04, 2.79, 2.05], [0.93, 2.76, 0.77], [-0.85, 2.51, -1.23], [-1.14, 2.52, -0.31], [-1.64, 2.87, -1.66], [-2.29, 0.74, 0.63], [-3.05, 1.32, 0.65], [-2.50, -0.25, 0.59], [-0.66, -0.08, -1.82], [-0.07, 0.68, -1.72], [-1.44, 0.47, -1.59], [1.81, 2.44, -1.82], [2.09, 1.56, -1.53], [0.85, 2.53, -1.69], [-3.40, -1.55, 0.14], [-4.06, -1.15, -0.43], [-2.80, -1.96, -0.55], [0.89, -0.91, -4.08], [0.26, -0.40, -3.56], [0.75, -1.84, -4.08], [-2.01, -2.64, -1.90], [-1.49, -3.39, -1.61], [-1.36, -1.91, -1.95], [0.15, -2.32, -0.14], [0.27, -1.70, 0.61], [0.58, -1.64, -0.70]],
  "nbo_charge": [-0.558, 0.196, -0.661, -0.607, -0.423, 0.210, 0.193, 0.231, 0.202, 0.233, 0.384, 0.197, 0.197, 0.203, -0.969, 0.504, 0.491, -1.047, 0.472, 0.523, -0.996, 0.495, 0.502, -0.960, 0.463, 0.483, -0.964, 0.469, 0.508, -0.972, 0.491, 0.474, -0.959, 0.493, 0.504, -0.943, 0.465, 0.474],
  "homo_lumo_gap_ev": 8.0,
  "smiles": "C=C(C)NC.O.O.O.O.O.O.O.O",
  "spin_multiplicity": 1
}



No. 4
{
  "formula": "C5H10NO",
  "method": "ωB97M-V/def2-TZVPD",
  "species": ["C", "C", "C", "C", "C", "N", "O", "H", "H", "H", "H", "H", "H", "H", "H", "H", "H"],
  "coordinates": [[-1.50, 1.71, 0.11], [1.16, -0.24, 1.50], [1.37, 0.30, -1.15], [-1.15, -1.36, -0.32], [0.58, 0.36, 0.17], [-0.33, 1.33, 0.15], [-2.23, -0.69, 0.03], [-1.99, 2.65, 0.36], [2.29, 0.13, 1.60], [1.12, -1.35, 1.24], [0.47, 0.03, 2.29], [1.93, 1.16, -1.20], [0.58, 0.30, -2.03], [2.13, -0.60, -1.33], [-0.68, -1.76, 0.59], [-0.97, -1.64, -1.35], [-2.78, -0.33, -0.66]],
  "nbo_charge": [0.152, -0.640, -0.654, 0.158, 0.177, -0.302, -0.557, 0.252, 0.268, 0.229, 0.243, 0.237, 0.222, 0.257, 0.214, 0.214, 0.530],
  "homo_lumo_gap_ev": [7.7, 7.7],
  "total_charge": 1,
  "spin_multiplicity": 1
}



no.,calculated total energy (Ha)
1,-2030.45467
2,-638.82893
3,-824.01838
4,-326.07917